Below is a structure of composition C40H45AsO4PTeV, with properties calculated with ωB97M-V with the def2-TZVPD basis set.

The geometry in XYZ format:
```
93
Properties=species:S:1:pos:R:3:forces:R:3:lowdin_charge:R:1
V -0.549954 -0.285277 -0.127691 0.8 -0.2 0.2 0.371
C 2.143747 -1.807132 -0.939344 0.0 -0.1 -0.1 -0.128
C 1.262296 -2.761512 -0.168633 0.0 -0.1 -0.1 -0.153
O 0.628624 -2.041840 0.877597 -0.1 0.2 0.2 -0.335
C 1.340557 -1.915948 2.108315 0.0 -0.2 0.1 -0.140
C 0.451244 -1.100635 3.029855 0.0 0.0 0.0 -0.165
O 0.088343 0.113927 2.383086 0.0 0.1 0.1 -0.206
C 0.995059 1.191009 2.554014 0.0 0.1 0.0 -0.155
C 0.712425 2.136978 1.402948 0.0 0.1 0.1 -0.125
O 0.840081 1.427390 0.163255 0.1 0.0 0.2 -0.277
C 2.172547 1.281726 -0.318242 0.1 0.2 -0.2 -0.134
C 2.037387 0.487514 -1.599481 0.1 0.1 0.0 -0.133
O 1.300536 -0.701766 -1.304297 0.1 -0.2 -0.2 -0.243
H 2.558270 -2.273442 -1.843569 -0.1 0.1 0.1 0.150
H 2.975496 -1.429571 -0.334285 -0.1 -0.1 0.0 0.130
H 1.812216 -3.628826 0.209913 0.0 0.1 0.0 0.149
H 0.444144 -3.127940 -0.799824 0.1 0.1 0.0 0.131
H 2.317643 -1.444531 1.931454 -0.1 0.1 0.1 0.129
H 1.514943 -2.911197 2.537556 0.0 0.1 -0.1 0.148
H 0.945250 -0.902802 3.986613 0.0 -0.1 -0.1 0.143
H -0.485094 -1.634398 3.217916 0.2 0.0 -0.1 0.104
H 2.034321 0.834966 2.535281 -0.1 0.0 0.0 0.127
H 0.834724 1.690716 3.518504 0.0 0.0 -0.1 0.147
H 1.372919 3.011926 1.394712 -0.1 -0.2 0.1 0.145
H -0.324114 2.485498 1.430578 0.1 -0.1 0.0 0.135
H 2.792752 0.770406 0.429381 0.0 0.0 -0.1 0.130
H 2.614996 2.269675 -0.517766 -0.1 -0.2 0.1 0.150
H 3.005246 0.247321 -2.049862 -0.1 0.0 0.1 0.151
H 1.452455 1.029701 -2.341410 0.0 0.1 0.1 0.110
Te -2.407425 -1.896060 0.744254 -0.3 -0.5 0.0 1.013
C -4.504854 -1.882064 0.512620 -0.2 0.1 0.1 -0.633
C -5.220127 -2.137169 1.682684 0.0 0.1 -0.1 -0.182
C -6.605667 -2.185736 1.669418 0.0 0.0 0.1 -0.089
C -7.303561 -1.985742 0.492002 0.0 0.0 -0.1 -0.091
C -6.601018 -1.747781 -0.677909 0.0 0.0 0.0 -0.089
C -5.213566 -1.698822 -0.668668 0.0 -0.1 -0.1 -0.159
H -4.694984 -2.297461 2.614168 0.0 0.0 0.0 0.077
H -7.139984 -2.382680 2.589124 0.0 0.0 0.0 0.105
H -8.382649 -2.024023 0.480682 -0.1 0.0 0.0 0.103
H -7.132687 -1.605522 -1.609801 0.0 0.0 0.0 0.103
H -4.700514 -1.542741 -1.604243 0.1 0.0 -0.1 0.072
C -3.285196 0.805175 -2.245351 -0.2 -0.3 0.2 -0.414
C -3.981282 1.465089 -3.429835 0.0 -0.1 -0.2 -0.408
As -4.613391 3.315402 -3.179557 0.0 0.1 0.2 1.311
C -3.233399 4.265101 -4.188419 0.0 -0.1 0.0 -0.407
C -2.492531 5.247596 -3.548867 0.1 0.0 0.0 -0.137
C -1.503740 5.943607 -4.235539 0.0 0.0 0.0 -0.086
C -1.265655 5.669019 -5.571745 0.0 0.0 0.0 -0.087
C -2.019838 4.701857 -6.224286 0.0 0.0 0.0 -0.089
C -2.996348 4.003531 -5.535626 0.0 0.0 0.0 -0.111
C -5.963431 3.373991 -4.583221 0.0 0.0 0.0 -0.422
C -6.647754 4.580236 -4.711408 0.0 0.1 0.0 -0.129
C -7.617225 4.741484 -5.686518 0.0 0.0 0.0 -0.081
C -7.922373 3.693457 -6.542517 0.0 0.0 0.0 -0.084
C -7.250591 2.490424 -6.419863 0.0 -0.1 0.0 -0.083
C -6.272249 2.329986 -5.446150 0.0 0.0 0.0 -0.118
P -1.548883 1.151409 -1.839921 -0.3 0.3 -0.1 1.004
C -0.726924 1.027659 -3.451342 0.0 0.2 0.0 -0.371
C -0.467325 -0.267676 -3.901959 0.0 -0.1 0.0 -0.105
C 0.133393 -0.473727 -5.131969 0.0 0.1 0.0 -0.064
C 0.498169 0.616885 -5.913561 0.0 -0.1 0.0 -0.064
C 0.234519 1.903250 -5.475792 0.0 0.0 0.0 -0.059
C -0.389481 2.113375 -4.252892 0.0 0.0 -0.1 -0.084
C -1.440087 2.857102 -1.212226 0.0 0.0 -0.2 -0.356
C -0.295961 3.636867 -1.385784 0.0 0.0 0.0 -0.119
C -0.160729 4.848307 -0.730491 0.0 0.0 0.0 -0.079
C -1.161522 5.293485 0.124619 0.0 0.0 0.0 -0.075
C -2.297289 4.523052 0.313705 0.0 0.0 -0.1 -0.071
C -2.437064 3.310840 -0.351193 0.0 0.0 0.1 -0.117
H -3.247445 -0.282677 -2.415078 0.0 0.2 0.1 0.062
H -3.848162 0.926254 -1.310362 0.0 -0.1 -0.2 0.074
H -4.892218 0.885067 -3.604700 0.1 0.0 0.0 0.058
H -3.376884 1.394650 -4.340318 0.0 0.0 0.1 0.070
H -2.678221 5.475812 -2.507299 0.0 0.0 0.1 0.086
H -0.932631 6.707827 -3.727386 0.0 0.1 0.0 0.104
H -0.508240 6.220439 -6.111233 0.0 0.0 0.0 0.105
H -1.849672 4.498924 -7.272686 0.0 0.0 -0.1 0.108
H -3.588546 3.259819 -6.057152 0.0 0.0 0.0 0.104
H -6.426948 5.409718 -4.046069 0.0 -0.1 0.0 0.098
H -8.139640 5.682604 -5.775675 0.0 0.1 0.0 0.105
H -8.681852 3.814834 -7.300925 0.0 0.0 0.0 0.105
H -7.480582 1.668874 -7.084065 0.0 0.0 0.0 0.104
H -5.754481 1.381909 -5.386155 0.0 0.0 0.0 0.085
H -0.738317 -1.124395 -3.290696 0.0 0.1 0.0 0.107
H 0.319694 -1.478163 -5.480943 0.0 -0.1 0.0 0.109
H 0.977336 0.458951 -6.869144 0.0 0.0 0.0 0.109
H 0.494957 2.751754 -6.091676 0.0 0.1 0.0 0.108
H -0.625070 3.122729 -3.945800 0.0 0.1 0.0 0.085
H 0.496941 3.306816 -2.043622 0.0 0.0 0.0 0.101
H 0.723125 5.451369 -0.888927 0.0 0.0 0.0 0.112
H -1.059834 6.240227 0.634027 0.0 0.1 0.0 0.109
H -3.083461 4.861855 0.972051 -0.1 0.0 0.0 0.113
H -3.330947 2.723635 -0.179927 0.0 0.0 0.0 0.097
```
Forces are in eV/Å.

For the LUMO energy (alpha / beta), the calculation gives -2.04 / -2.05 eV. Its charge is +1. Its spin multiplicity is 4. Its largest force on an atom is 0.849 eV/A. As for the expectation value of S²: 3.768. The value obtained for the HOMO-LUMO gap (alpha / beta) is 7.3 / 7.4 eV. The HOMO energy (alpha / beta) comes out at -9.3 / -9.4 eV. The value obtained for the energy is -153502.251 eV.

Below is a structure of composition C43H48O5P3S2SeTa, with properties calculated with ωB97M-V with the def2-TZVPD basis set.

The geometry in XYZ format:
```
103
Properties=species:S:1:pos:R:3:forces:R:3:lowdin_charge:R:1
Ta -0.631541 -0.511234 -0.516308 -1.3 0.3 -0.3 0.878
O 1.576357 -0.649569 -4.670983 -0.2 0.1 0.0 0.149
C 0.832817 -0.206750 -3.664035 0.1 -0.1 0.0 -0.477
O 0.290302 -0.946579 -2.874380 -0.2 0.1 0.3 -0.039
C 0.741812 1.301348 -3.666594 0.1 -0.1 0.1 -0.096
O 0.087357 1.765466 -2.530508 -0.3 0.3 0.0 -0.188
C 0.836032 2.509009 -1.591610 0.0 -0.3 -0.2 -0.098
C 1.417744 1.629173 -0.498950 -0.3 -0.4 -0.1 -0.581
O 2.085960 2.114268 0.365032 0.3 -0.3 0.2 0.127
O 1.112024 0.323935 -0.636131 1.5 1.0 -0.1 -0.349
H 1.639475 -1.614609 -4.603204 0.0 -0.1 0.0 0.132
H 0.166496 1.589330 -4.549766 0.0 0.0 -0.1 0.151
H 1.748632 1.711504 -3.774503 0.1 0.0 0.0 0.141
H 0.143214 3.197128 -1.118631 -0.1 0.1 0.1 0.126
H 1.639132 3.086415 -2.055307 0.0 0.0 -0.1 0.142
S -2.762841 0.249835 -1.861398 0.3 -0.3 0.2 0.335
P -2.827083 1.662360 -0.427024 0.4 0.7 -0.2 0.490
C -1.394930 1.339695 0.483918 -1.3 -1.0 0.2 -0.654
P -1.422528 0.727412 2.094287 1.0 0.3 0.2 0.476
S -0.079723 -0.792090 1.971611 -0.2 -0.1 -0.3 0.354
C -0.763917 1.928077 3.286206 0.0 0.0 0.0 -0.351
C -0.625648 3.258227 2.912703 -0.1 0.1 0.1 -0.084
C -0.076901 4.178915 3.801187 -0.1 0.0 0.0 -0.073
C 0.343361 3.763398 5.055327 0.0 0.0 0.0 -0.081
C 0.243377 2.423546 5.419194 0.0 -0.1 0.0 -0.073
C -0.303761 1.505339 4.536558 0.0 0.1 -0.1 -0.106
C -2.883351 0.005630 2.901888 -0.2 0.1 -0.1 -0.346
C -3.331247 0.438251 4.146382 0.0 -0.1 0.0 -0.094
C -4.406090 -0.196131 4.757359 0.0 0.0 0.0 -0.081
C -5.045861 -1.250616 4.123936 0.0 0.0 0.0 -0.079
C -4.606594 -1.679314 2.876030 0.1 0.0 0.0 -0.061
C -3.529459 -1.054364 2.264777 -0.1 -0.1 0.1 -0.096
C -2.920757 3.287867 -1.292694 0.0 0.1 0.1 -0.304
C -2.557295 3.381046 -2.634597 0.0 0.1 0.0 -0.116
C -2.733557 4.568159 -3.336580 0.0 0.0 0.1 -0.073
C -3.282192 5.677040 -2.709225 0.0 0.0 0.0 -0.084
C -3.631832 5.602927 -1.368676 0.0 0.0 0.1 -0.079
C -3.453131 4.419486 -0.666417 0.1 0.0 -0.1 -0.075
C -4.345188 1.691399 0.551564 -0.1 -0.2 -0.1 -0.347
C -5.461005 0.979527 0.127122 -0.1 0.0 0.0 -0.083
C -6.610912 0.964358 0.906769 0.0 0.0 -0.1 -0.069
C -6.646577 1.661826 2.105764 0.0 0.0 0.0 -0.072
C -5.534512 2.378976 2.528919 0.0 0.0 0.0 -0.071
C -4.380702 2.385574 1.759451 -0.2 0.0 0.0 -0.120
H -0.934246 3.564136 1.917851 0.0 0.0 0.0 0.094
H 0.030012 5.216732 3.508757 0.0 0.0 0.0 0.104
H 0.762446 4.481269 5.750379 0.0 0.0 0.0 0.103
H 0.599605 2.095705 6.388882 0.0 0.0 0.0 0.105
H -0.366320 0.455965 4.802871 0.0 0.0 0.0 0.107
H -2.847509 1.267671 4.644645 0.0 0.0 0.0 0.101
H -4.738468 0.134628 5.734010 0.0 0.0 0.0 0.105
H -5.887485 -1.739207 4.601767 0.1 0.0 0.0 0.104
H -5.091518 -2.511973 2.378231 0.0 0.1 0.0 0.111
H -3.183051 -1.407580 1.298776 0.0 0.0 0.0 0.036
H -2.149708 2.514518 -3.131914 0.0 0.0 0.0 0.053
H -2.457815 4.619178 -4.382934 0.0 0.0 0.0 0.104
H -3.445418 6.593531 -3.264209 0.0 0.0 0.0 0.104
H -4.058924 6.464749 -0.869095 0.0 0.0 0.0 0.105
H -3.743046 4.384205 0.373069 -0.1 0.0 0.0 0.089
H -5.415181 0.424081 -0.802813 0.0 0.0 0.0 0.084
H -7.477036 0.400374 0.579418 0.1 0.0 0.0 0.107
H -7.540507 1.639749 2.718172 0.0 0.0 0.0 0.107
H -5.559822 2.918447 3.468969 0.0 -0.1 0.0 0.112
H -3.500043 2.907514 2.119805 0.0 0.0 0.0 0.101
C 2.980083 -3.378577 1.638215 0.0 0.0 0.0 -0.102
C 3.706069 -2.556394 0.566259 -0.1 -0.1 -0.1 -0.682
C 5.167965 -3.006756 0.479089 -0.1 0.0 0.1 -0.085
C 3.691459 -1.081489 0.990856 0.0 0.0 0.0 -0.109
P 2.680364 -2.642777 -1.039501 0.6 -0.1 0.2 1.169
C 3.907182 -1.844010 -2.185884 -0.1 0.1 -0.1 -0.343
C 4.940616 -2.457571 -2.902094 0.0 0.1 0.0 -0.101
C 5.797662 -1.723422 -3.713244 0.0 0.0 0.0 -0.079
C 5.657647 -0.345458 -3.825911 0.0 0.0 0.0 -0.088
C 4.642210 0.287492 -3.124757 0.0 -0.1 0.1 -0.079
C 3.778173 -0.458494 -2.328311 0.0 0.1 0.0 -0.120
C 2.562441 -4.446261 -1.611055 -0.1 0.1 0.0 -0.691
C 1.317730 -5.038063 -0.926966 0.0 0.0 0.0 -0.137
C 3.721732 -5.415651 -1.359084 -0.1 0.0 0.0 -0.092
C 2.235157 -4.371911 -3.113409 0.0 0.0 0.0 -0.109
H 3.486797 -3.247102 2.601511 -0.1 0.0 -0.1 0.088
H 2.983572 -4.446137 1.407675 0.0 0.1 0.0 0.059
H 1.940545 -3.056790 1.755916 0.1 0.0 0.0 0.055
H 5.665842 -2.752498 1.423160 0.0 0.0 -0.1 0.086
H 5.704285 -2.495546 -0.321083 0.0 0.0 0.0 0.071
H 5.269165 -4.082009 0.335948 0.0 0.0 0.0 0.061
H 4.120558 -0.995051 1.995810 0.0 0.0 -0.1 0.091
H 2.683525 -0.668990 1.026349 0.0 0.0 0.0 0.024
H 4.287440 -0.461650 0.316812 0.0 0.0 0.0 0.078
H 5.098536 -3.522806 -2.833687 0.0 0.0 0.0 0.083
H 6.586233 -2.233407 -4.254285 0.0 0.0 0.0 0.103
H 6.339610 0.226575 -4.444630 -0.1 0.0 0.0 0.101
H 4.519634 1.363018 -3.193426 0.0 0.0 0.0 0.102
H 2.988350 0.044385 -1.779975 0.1 -0.1 -0.1 0.075
H 1.376259 -5.000166 0.161781 0.0 0.0 -0.1 0.063
H 1.214051 -6.090117 -1.224007 0.0 0.1 0.0 0.088
H 0.414047 -4.506419 -1.221498 0.0 0.0 0.0 -0.025
H 3.797931 -5.664732 -0.299247 0.0 0.0 0.0 0.070
H 4.694876 -5.060717 -1.688249 0.0 0.0 0.0 0.055
H 3.511432 -6.349839 -1.894791 0.0 0.1 0.1 0.086
H 1.454161 -3.620189 -3.287817 0.0 -0.1 0.0 0.064
H 1.839830 -5.337312 -3.449842 0.0 0.1 0.0 0.089
H 3.104438 -4.128499 -3.724941 0.0 0.0 0.0 0.065
Se -1.518530 -2.663548 -0.714790 0.2 -0.1 0.2 0.081
```
Forces are in eV/Å.

For the LUMO energy, the calculation gives 0.25 eV. Its largest force on an atom is 1.816 eV/A. The value obtained for the HOMO-LUMO gap is 7.6 eV. The HOMO energy comes out at -7.3 eV. The value obtained for the energy is -172046.563 eV.

Below is a structure of composition C19H43CuN4O2SSi3, with properties calculated with ωB97M-V with the def2-TZVPD basis set.

The geometry in XYZ format:
```
73
Properties=species:S:1:pos:R:3:forces:R:3:lowdin_charge:R:1
Cu -0.427541 0.333987 -0.786081 0.2 0.1 0.4 0.079
C -3.335630 -0.096711 2.146414 1.1 -0.6 -0.7 -0.153
O -2.037388 0.350601 1.787232 0.4 0.0 -0.3 -0.330
Si -1.790676 1.946606 1.219411 -0.8 -0.4 0.4 0.336
C -3.358780 2.242063 0.117765 0.4 -1.3 -0.2 -0.154
C -1.896295 2.932555 2.841983 1.0 -0.4 0.0 -0.146
C -0.211742 1.987248 0.283768 0.4 1.2 -0.8 -0.533
Si 1.433624 2.034688 1.193412 -0.2 -1.6 0.6 0.435
C 2.895301 1.392427 0.108048 -0.5 -0.5 -1.4 -0.201
C 1.263357 0.717176 2.612332 -0.8 1.5 -0.1 -0.166
C 2.030205 3.667425 1.935281 -0.3 -0.5 -0.2 -0.171
Si -0.056688 3.300257 -1.091996 -0.6 -0.5 0.1 0.384
C -0.940320 2.771624 -2.718665 0.0 -0.8 0.9 -0.187
C 1.664530 3.655565 -1.729164 0.6 -0.1 1.0 -0.200
C -0.687929 5.029995 -0.571205 -0.2 -1.4 -1.3 -0.160
H -3.616577 -0.939112 1.456296 -0.3 1.0 0.5 0.089
H -3.977288 0.759706 2.134610 -1.1 0.1 -0.2 0.054
H -3.321982 -0.485075 3.152963 0.0 -0.2 0.5 0.074
H -4.316039 2.623481 0.463081 0.0 -0.1 0.7 0.028
H -3.576901 1.262778 -0.410838 0.3 1.0 0.4 0.057
H -3.094784 2.956380 -0.628260 0.4 0.5 -0.9 -0.021
H -2.775573 2.624950 3.404730 -0.1 0.0 0.0 0.021
H -1.891934 4.017226 2.773476 0.0 0.1 -0.2 0.022
H -0.998846 2.631439 3.439963 -0.6 0.3 -0.3 0.035
H 3.565503 2.165620 -0.318602 -0.7 -0.2 -0.1 0.019
H 2.442243 0.731911 -0.742465 0.9 1.2 1.2 0.040
H 3.606599 0.761654 0.635205 -0.2 -0.3 0.5 0.013
H 1.483280 -0.258110 2.287305 0.6 -1.4 -0.8 -0.002
H 0.224938 0.622803 2.939603 -0.1 0.3 0.0 0.001
H 1.847416 0.900640 3.497144 0.5 0.2 0.4 0.018
H 1.636124 3.850992 2.930614 0.1 0.0 0.2 0.030
H 1.827482 4.522958 1.326395 -0.5 0.6 -0.5 -0.003
H 3.106657 3.612800 1.912699 0.6 -0.1 0.5 0.023
H -0.382689 1.854629 -3.061720 -0.3 1.0 -0.2 0.014
H -1.001178 3.596465 -3.442166 0.1 -0.5 -0.1 0.031
H -1.941163 2.384757 -2.475897 0.1 0.3 -0.2 0.010
H 2.272963 2.855133 -2.141847 -0.3 -0.2 -0.1 0.018
H 2.277067 4.087775 -0.908215 -0.3 0.2 -0.7 0.031
H 1.434471 4.362848 -2.517043 0.4 0.5 -0.1 0.028
H -1.666657 4.856539 -0.143914 -0.3 0.4 0.2 0.012
H -0.739174 5.647266 -1.467767 -0.3 0.1 0.0 0.029
H -0.037067 5.516316 0.103868 0.6 0.4 1.0 0.004
N 1.405925 -4.223369 0.409212 -0.4 0.3 -0.2 0.161
C 0.252166 -4.177056 0.513403 -1.6 -0.6 0.5 -0.283
N -1.112039 -4.281813 0.644713 1.1 1.1 -0.1 -0.101
C -1.611335 -5.573539 1.089800 0.6 0.0 0.1 -0.139
C -1.294250 -5.785759 2.563470 1.6 0.4 0.0 -0.178
O -1.896339 -4.803599 3.383868 -0.9 -0.8 -0.5 -0.106
C -1.570041 -3.520570 2.931295 0.1 0.0 -1.5 -0.180
C -1.783773 -3.198357 1.436609 1.6 0.7 -0.6 -0.111
H -1.198666 -6.344587 0.459109 0.2 -0.4 -0.1 0.127
H -2.661067 -5.506169 0.886480 -0.8 -0.3 0.2 0.125
H -0.158372 -5.653873 2.702108 -1.3 -0.5 -0.3 0.148
H -1.583350 -6.787964 2.871327 -0.1 0.1 0.3 0.124
H -0.541207 -3.359389 3.096742 1.7 0.1 0.2 0.113
H -2.045811 -2.837039 3.547690 -1.3 1.3 1.1 0.103
H -1.265376 -2.246521 1.116634 -0.4 -0.8 0.9 0.103
H -2.798267 -3.036859 1.087497 -0.3 -0.7 0.1 0.112
S -0.635551 -1.643486 -1.697626 0.2 -0.5 -0.2 0.690
C 0.899973 -1.783631 -2.505004 0.2 0.3 0.8 -0.729
N 1.098573 -0.991432 -3.571986 0.5 -1.5 0.8 0.029
C 2.284358 -1.084453 -4.420665 -1.3 0.4 -0.8 -0.169
C 3.033411 -2.362204 -4.203967 0.7 -0.4 -1.9 -0.201
C 3.218252 -2.534180 -2.753892 0.3 -1.3 1.7 -0.160
N 1.880305 -2.584048 -2.052366 0.9 1.0 -1.1 0.065
H 0.274538 -0.509885 -3.862769 -0.3 0.3 -0.3 0.107
H 2.867231 -0.205626 -4.240271 0.8 0.4 0.2 0.116
H 1.920300 -1.002080 -5.439244 0.1 -0.1 -0.3 0.125
H 4.027523 -2.270295 -4.694274 -0.5 0.1 0.4 0.134
H 2.598015 -3.228361 -4.742608 -0.3 0.4 0.6 0.134
H 3.895680 -1.713940 -2.433990 -0.8 -0.2 0.4 0.133
H 3.770793 -3.476435 -2.529681 -0.6 0.6 0.0 0.135
H 1.797479 -3.063755 -1.139368 -0.2 0.3 -0.7 0.066
```
Forces are in eV/Å.

For the LUMO energy, the calculation gives 0.32 eV. Its largest force on an atom is 2.199 eV/A. The value obtained for the HOMO-LUMO gap is 8.1 eV. The HOMO energy comes out at -7.8 eV. The value obtained for the energy is -109566.592 eV.

> The highest energy belongs to which entry?

C19H43CuN4O2SSi3

> Which value of energy does entry 2 give?

-172046.563 eV

> Which of these has the lowest largest force on an atom?

C40H45AsO4PTeV